Entry 1:
ORCA calculation (ωB97M-V/def2-TZVPD) on the ion CH3N2O2S with charge -1 in a non-equilibrium geometry.

```
9
Properties=species:S:1:pos:R:3:forces:R:3
C 0.55654 0.38919 -0.17039 -0.65 0.60 -0.16
N -0.50275 -0.48284 -0.75013 3.00 -0.48 -0.21
N -0.08473 -0.56497 0.68408 -0.23 0.60 -0.37
O 3.03270 0.97144 0.46346 1.25 2.34 2.11
O 2.44251 -1.35276 0.13329 0.00 -1.80 0.69
S 2.47742 -0.00132 -0.42802 -2.13 -0.32 -3.00
H 0.34304 1.44016 0.09158 0.05 -0.31 -0.45
H -1.37170 -0.03296 -0.92238 -0.88 0.78 0.85
H 0.71184 -1.21011 0.61574 -0.41 -1.41 0.54
```
Positions in Å, forces in eV/Å.

Results
HOMO energy = -3.355 eV
energy relative to the best compared isomer or geometry (same formula, charge and spin) = 60.6 kcal/mol
Kohn-Sham gap = 7.54 eV
charge = -1



Entry 2:
ORCA calculation (ωB97M-V/def2-TZVPD) on a structure of composition C26H23IIrN2OS4.

```
58
Properties=species:S:1:pos:R:3:forces:R:3
Ir 1.84713 1.23371 -0.63810 0.15 0.17 0.10
S 5.23736 -0.58777 1.76744 0.00 0.02 0.01
C 3.97837 0.24459 1.00340 0.00 -0.02 -0.03
S 4.11139 0.61649 -0.67613 0.01 -0.05 -0.09
S 2.56055 0.68999 1.77488 -0.06 -0.02 0.07
N -0.20799 1.34106 -0.64397 -0.03 -0.01 -0.07
S -1.03215 0.80592 0.63868 0.04 -0.01 0.03
C -1.77950 -0.74854 0.21513 0.03 0.00 0.01
C -2.69460 -0.84638 -0.82689 -0.01 -0.04 0.00
C -3.16967 -2.09740 -1.17883 0.01 0.01 0.01
C -2.73536 -3.22664 -0.48892 0.00 0.02 0.01
C -1.82861 -3.11335 0.55378 0.00 0.01 0.00
C -1.34027 -1.86336 0.91150 -0.02 -0.01 -0.02
C -2.47268 1.85501 0.75879 -0.04 -0.01 0.01
C -3.56216 1.41307 1.50057 0.00 0.02 -0.01
C -4.64718 2.25757 1.66151 -0.01 0.02 -0.01
C -4.63773 3.52565 1.09118 0.00 -0.01 0.01
C -3.53913 3.95653 0.36458 0.02 -0.03 0.01
C -2.44118 3.12120 0.19903 -0.04 0.03 0.02
H -0.75236 1.27765 -1.49988 0.01 0.02 0.00
H -3.04188 0.03975 -1.34537 0.00 0.00 0.00
H -3.88452 -2.19467 -1.98467 0.00 0.00 0.00
H -3.11432 -4.20114 -0.76727 0.00 0.00 0.00
H -1.48897 -3.99390 1.08295 0.00 0.00 -0.01
H -0.61258 -1.75748 1.70542 0.00 0.00 -0.01
H -3.57007 0.42239 1.93732 0.00 0.00 0.00
H -5.50370 1.92428 2.23143 0.00 0.00 0.00
H -5.49019 4.17895 1.21873 0.00 0.00 0.00
H -3.52567 4.94512 -0.07407 0.00 0.00 0.00
H -1.57430 3.45574 -0.35238 0.03 -0.01 -0.02
I -0.26779 6.94863 -1.39929 0.00 0.00 0.01
C 1.21060 5.74596 -0.56907 -0.04 0.03 -0.03
C 2.17914 6.26160 0.27813 0.03 -0.01 0.02
C 3.12693 5.39680 0.80196 0.01 0.02 0.00
C 3.06559 4.05359 0.47675 0.01 0.00 0.00
N 2.12988 3.56617 -0.33801 -0.09 -0.09 -0.02
C 1.22649 4.39396 -0.86075 0.04 -0.03 0.00
H 2.19600 7.31484 0.52314 0.00 0.00 0.00
H 3.90265 5.75879 1.46163 0.00 0.00 0.00
H 3.77585 3.33979 0.87449 -0.01 -0.01 0.00
H 0.49986 3.95353 -1.53064 -0.03 -0.01 0.00
C 1.89607 -2.25847 -2.57476 0.00 0.00 0.01
C 1.59244 -2.37862 -1.10826 -0.03 -0.02 0.00
O 1.32446 -1.39538 -0.43665 0.02 0.02 0.01
C 1.59696 -3.71925 -0.46340 -0.01 0.02 -0.01
C 1.65211 -3.78757 0.92829 0.00 0.01 0.03
C 1.62234 -5.01477 1.56654 0.00 -0.01 -0.03
C 1.52367 -6.18282 0.81707 0.00 0.03 0.00
C 1.47093 -6.12097 -0.56813 0.00 -0.01 0.01
C 1.51848 -4.89176 -1.20865 0.00 -0.02 -0.03
H 1.99872 -1.20788 -2.83585 0.00 0.00 0.00
H 1.07802 -2.69156 -3.15542 0.01 0.00 0.00
H 2.80598 -2.80023 -2.83310 0.00 0.00 0.00
H 1.72868 -2.86597 1.49259 0.01 -0.01 -0.01
H 1.68007 -5.06685 2.64567 0.00 0.00 0.00
H 1.49576 -7.14296 1.31516 0.00 0.00 0.00
H 1.40011 -7.03030 -1.14962 0.00 0.00 0.00
H 1.48196 -4.85235 -2.28965 0.00 0.00 0.01
```
Positions in Å, forces in eV/Å.

Results
HOMO energy (spin up / spin down) = -9.735 / -11.085 eV
Kohn-Sham gap (spin up / spin down) = 7.04 / 5.90 eV
multiplicity = 5
charge = +1
⟨S²⟩ = 6.016



Entry 3:
ORCA calculation (ωB97M-V/def2-TZVPD) on the ion NO5S with charge -1 in a non-equilibrium geometry.

```
7
Properties=species:S:1:pos:R:3:forces:R:3
N -0.98202 -0.15710 -0.02938 -0.26 0.09 0.05
O 1.01945 1.39545 -0.68248 -0.30 -0.30 -0.04
O -1.63180 0.85424 -0.14244 -0.43 0.03 -0.15
O -1.40238 -1.27014 0.14419 0.02 -0.17 -0.09
O 0.97237 0.28459 1.51447 -0.18 -0.15 -0.21
O 1.77534 -1.27089 -0.65236 -3.71 5.11 2.54
S 0.84756 0.19276 0.08160 4.86 -4.61 -2.11
```
Positions in Å, forces in eV/Å.

Results
HOMO energy = -5.407 eV
energy relative to the best compared isomer or geometry (same formula, charge and spin) = 56.6 kcal/mol
Kohn-Sham gap = 9.41 eV
charge = -1



Entry 4:
ORCA calculation (ωB97M-V/def2-TZVPD) on a cluster of 2 separate species, C5H14NO in total in a non-equilibrium geometry.

```
21
Properties=species:S:1:pos:R:3:forces:R:3
C -0.96071 -2.12686 -0.59578 0.01 2.37 -0.72
C -0.50874 -0.77712 -1.34672 0.23 -1.84 0.28
C -1.23729 0.40241 -0.81052 0.47 0.46 1.85
C -0.78206 0.64501 0.61790 0.37 -0.48 0.16
C 1.17934 0.33067 2.22006 -0.74 0.18 -0.28
N 0.52006 0.09880 0.88794 -1.82 1.66 3.69
H -2.04949 -2.21175 -0.80067 0.74 -0.43 0.45
H -0.74388 -1.91103 0.46672 -0.38 -0.88 -0.25
H -0.34832 -2.94352 -0.97006 -0.27 -0.12 0.18
H -0.66536 -0.83137 -2.39523 -0.14 -0.37 -0.97
H 0.58082 -0.68210 -1.18009 -0.97 -0.11 -0.55
H -2.32609 0.42998 -0.72389 -0.02 -0.42 -0.72
H 2.17192 1.73943 -1.08462 2.16 1.61 0.31
H -1.59995 0.23788 1.27480 0.89 0.14 0.51
H -0.86384 1.76009 0.79546 0.42 -0.70 0.70
H 0.68883 -0.05478 3.15841 -0.46 0.40 -1.19
H 1.46131 1.38364 2.44072 -0.88 -0.03 -0.41
H 2.12652 -0.12773 2.20027 1.08 -0.97 -0.42
H 1.26663 0.79041 -0.07947 1.51 0.83 -3.40
H -0.90220 1.32842 -1.23666 -0.11 0.48 -1.20
O 1.42743 1.19451 -1.07385 -2.11 -1.78 1.97
```
Positions in Å, forces in eV/Å.

Results
HOMO energy = -15.019 eV
energy relative to the best compared isomer or geometry (same formula, charge and spin) = 167.7 kcal/mol
Kohn-Sham gap = 5.98 eV
charge = +1



Entry 5:
ORCA calculation (ωB97M-V/def2-TZVPD) on a structure of composition CH4N2S2 in a non-equilibrium geometry.

```
9
Properties=species:S:1:pos:R:3:forces:R:3
C -0.39633 -0.01578 0.74263 -0.77 0.60 -1.79
H -0.17532 2.85402 -1.30069 -1.06 -1.56 0.27
H -0.12720 -0.40954 -1.24902 -1.25 3.37 0.96
H -0.89653 0.55774 1.40153 -2.03 2.51 1.93
H 2.16421 -2.50927 0.89472 -2.56 1.65 -1.85
N -0.49479 0.44763 -0.62115 1.78 -3.48 0.09
N 0.07894 -1.03829 1.33701 2.17 -0.49 -3.18
S -1.24535 1.88946 -1.21014 1.54 -0.24 0.53
S 1.09238 -1.77597 0.00510 2.19 -2.36 3.05
```
Positions in Å, forces in eV/Å.

Results
HOMO energy = -8.974 eV
energy relative to the best compared isomer or geometry (same formula, charge and spin) = 67.9 kcal/mol
Kohn-Sham gap = 9.20 eV
charge = 0